This record from the Open Molecules 2025 dataset describes one molecule with the formula C3H2N2 at a distorted geometry. The level of theory is ωB97M-V/def2-TZVPD.

As for the energy above the lowest of the compared OMol25 structures with the same formula, charge and spin: 46.8 kJ/mol. The max |F| is 6.00 eV/A. The total energy comes out at -6122.000 eV. Its SMILES is N#CCC#N. The value obtained for the LUMO energy is 0.31 eV. The multiplicity is 1.

Structure (XYZ):
```
7
C3H2N2, DFT ωB97M-V/def2-TZVPD
N -1.740 -0.219 -1.533
C -0.739 -0.391 -0.968
C 0.353 -0.321 0.069
C 0.393 0.907 0.742
N 0.258 1.932 1.316
H 0.201 -1.234 0.790
H 1.274 -0.674 -0.416
```



This record from the Open Molecules 2025 dataset describes C3H2N2 as an isolated structure at a distorted geometry. The level of theory is ωB97M-V/def2-TZVPD.

As for the energy above the lowest of the compared OMol25 structures with the same formula, charge and spin: 808.5 kJ/mol. The max |F| is 5.13 eV/A. The total energy comes out at -6114.105 eV. The value obtained for the LUMO energy (spin up / spin down) is -2.32 / -2.34 eV. The multiplicity is 1.

Structure (XYZ):
```
7
C3H2N2, DFT ωB97M-V/def2-TZVPD
C -0.748 -0.673 -0.099
C 0.747 0.925 -0.060
C 0.531 -0.992 0.065
N 1.525 -0.158 0.004
N -0.587 0.647 -0.090
H -2.582 -1.683 0.254
H 1.116 1.933 -0.075
```